{"formula": "C49H37O9", "method": "ωB97M-V with the def2-TZVPD basis set", "orbital_gap_ev": 5.4, "charge": -1, "homo_ev": -5.06, "e_tot_ha": -2566.76781, "elements": ["C", "C", "C", "C", "C", "C", "O", "C", "O", "O", "H", "H", "H", "H", "H", "H", "H", "H", "H", "H", "H", "H", "H", "C", "C", "C", "C", "C", "C", "C", "O", "C", "C", "C", "C", "C", "C", "C", "O", "H", "H", "H", "H", "H", "H", "H", "H", "C", "C", "C", "C", "C", "C", "C", "O", "C", "C", "C", "C", "C", "C", "C", "O", "H", "H", "H", "H", "H", "H", "H", "H", "C", "C", "C", "C", "C", "C", "C", "O", "C", "C", "C", "C", "C", "C", "C", "O", "H", "H", "H", "H", "H", "H", "H", "H"], "positions_angstrom": [[2.589, 0.401, 3.198], [2.782, 1.119, 1.848], [3.825, 0.417, 0.976], [1.466, 1.420, 1.109], [0.688, 2.530, 1.819], [0.526, 0.207, 0.921], [1.188, -1.007, 0.687], [1.123, -1.985, 1.704], [1.985, -2.864, 1.568], [0.252, -1.857, 2.560], [1.537, 0.283, 3.452], [2.988, -0.612, 3.156], [3.071, 0.939, 4.012], [3.219, 2.098, 2.076], [3.962, 1.000, 0.059], [3.519, -0.589, 0.706], [4.789, 0.415, 1.485], [1.744, 1.779, 0.112], [1.369, 3.346, 2.067], [-0.091, 2.930, 1.171], [0.259, 2.156, 2.748], [-0.080, 0.423, 0.031], [-0.171, 0.156, 1.755], [-5.725, 4.645, -3.856], [-4.354, 4.411, -3.944], [-3.725, 3.664, -2.964], [-4.451, 3.154, -1.901], [-5.819, 3.400, -1.801], [-6.454, 4.144, -2.789], [-6.604, 2.888, -0.638], [-7.796, 3.097, -0.551], [-5.872, 2.115, 0.408], [-6.560, 1.661, 1.526], [-5.895, 0.929, 2.497], [-4.542, 0.636, 2.355], [-3.852, 1.089, 1.244], [-4.509, 1.834, 0.277], [-3.733, 2.332, -0.888], [-2.553, 2.083, -1.016], [-6.223, 5.224, -4.622], [-3.781, 4.812, -4.770], [-2.666, 3.468, -3.009], [-7.517, 4.325, -2.713], [-7.612, 1.886, 1.629], [-6.433, 0.580, 3.369], [-4.025, 0.056, 3.108], [-2.799, 0.868, 1.124], [1.298, 6.388, -9.496], [2.401, 5.604, -9.820], [2.742, 4.523, -9.026], [1.989, 4.226, -7.898], [0.893, 5.022, -7.563], [0.547, 6.098, -8.370], [0.089, 4.746, -6.337], [-0.872, 5.433, -6.057], [0.505, 3.607, -5.475], [-0.194, 3.359, -4.303], [0.159, 2.295, -3.489], [1.216, 1.467, -3.850], [1.924, 1.711, -5.017], [1.577, 2.783, -5.830], [2.366, 3.044, -7.065], [3.287, 2.326, -7.392], [1.029, 7.228, -10.122], [2.992, 5.838, -10.695], [3.594, 3.904, -9.271], [-0.310, 6.703, -8.107], [-1.008, 4.010, -4.024], [-0.389, 2.109, -2.573], [1.490, 0.634, -3.216], [2.750, 1.075, -5.302], [1.149, -5.567, 2.506], [0.269, -6.641, 2.576], [0.268, -7.485, 3.676], [1.160, -7.264, 4.716], [2.062, -6.190, 4.640], [2.043, -5.342, 3.541], [3.053, -5.955, 5.723], [3.843, -5.037, 5.689], [3.064, -6.906, 6.882], [4.012, -6.737, 7.883], [4.034, -7.596, 8.968], [3.103, -8.626, 9.062], [2.159, -8.800, 8.065], [2.141, -7.946, 6.969], [1.131, -8.168, 5.889], [0.323, -9.073, 5.988], [1.147, -4.890, 1.664], [-0.426, -6.819, 1.765], [-0.421, -8.316, 3.737], [2.717, -4.499, 3.481], [4.727, -5.931, 7.801], [4.775, -7.464, 9.745], [3.117, -9.293, 9.914], [1.433, -9.598, 8.124]], "atomic_forces_ev_per_a": [[-0.200, -0.115, -0.167], [0.175, 0.070, 0.236], [-0.144, 0.422, -0.163], [0.115, -0.381, 0.108], [0.380, 0.001, -0.280], [-0.150, 0.579, -0.546], [0.068, 0.414, -0.110], [0.293, -0.472, 0.067], [0.297, -0.132, -0.265], [-0.639, 0.169, 0.515], [-0.070, 0.032, 0.045], [0.061, -0.049, 0.041], [0.104, -0.019, 0.045], [-0.094, 0.121, -0.055], [0.017, -0.083, -0.102], [0.051, -0.146, 0.078], [0.041, -0.208, 0.087], [0.078, 0.085, -0.033], [-0.055, 0.132, 0.015], [-0.225, -0.039, 0.111], [-0.145, 0.032, 0.049], [-0.125, -0.010, -0.008], [0.112, -0.372, 0.218], [0.036, -0.031, 0.042], [-0.104, 0.028, 0.014], [0.017, 0.133, -0.223], [-0.031, -0.053, 0.100], [0.017, -0.032, 0.071], [0.010, 0.069, -0.114], [-0.070, -0.009, 0.004], [0.004, 0.011, 0.006], [0.057, 0.047, -0.083], [-0.015, -0.064, 0.108], [0.048, 0.001, -0.036], [-0.114, 0.015, 0.014], [0.134, -0.109, 0.166], [-0.041, 0.052, -0.065], [0.133, -0.057, -0.008], [-0.003, 0.026, 0.014], [-0.006, 0.006, -0.007], [0.006, -0.004, -0.002], [0.001, -0.081, 0.049], [-0.014, -0.025, 0.069], [-0.015, 0.030, -0.070], [-0.007, -0.007, 0.008], [0.013, -0.008, -0.004], [0.017, 0.027, -0.054], [0.025, -0.019, -0.005], [-0.031, 0.012, 0.014], [0.033, 0.059, -0.109], [-0.069, 0.010, 0.071], [0.053, -0.058, 0.031], [0.011, 0.082, -0.089], [-0.092, 0.013, 0.055], [-0.009, 0.002, -0.021], [0.071, 0.016, -0.098], [-0.008, -0.099, 0.177], [0.000, -0.016, 0.038], [-0.006, 0.006, -0.007], [-0.021, -0.047, 0.087], [-0.015, 0.062, -0.055], [0.055, -0.089, 0.020], [0.011, 0.014, -0.014], [0.001, 0.009, -0.006], [0.000, 0.001, -0.013], [-0.011, -0.061, 0.058], [-0.017, -0.032, 0.075], [0.022, 0.106, -0.113], [-0.010, -0.011, -0.003], [0.000, -0.003, 0.026], [0.028, 0.037, -0.055], [-0.181, -0.208, -0.041], [0.068, 0.021, 0.021], [-0.068, 0.029, -0.120], [0.114, 0.064, 0.074], [-0.044, -0.093, 0.030], [0.058, 0.009, 0.022], [0.048, 0.095, -0.039], [0.009, -0.027, 0.001], [-0.071, -0.035, -0.047], [0.069, -0.017, 0.121], [-0.028, -0.019, -0.008], [0.014, 0.022, -0.010], [0.046, -0.054, 0.115], [0.019, 0.053, -0.050], [-0.093, -0.082, -0.004], [0.026, 0.009, -0.008], [0.060, 0.149, 0.051], [-0.015, 0.007, -0.003], [0.013, -0.017, 0.076], [-0.018, 0.052, 0.003], [-0.036, 0.042, -0.073], [0.001, 0.003, 0.009], [0.003, -0.004, 0.007], [-0.038, 0.011, -0.077]]}



{"formula": "C42H40BiN7O3P2S", "method": "ωB97M-V with the def2-TZVPD basis set", "orbital_gap_ev": 6.8, "charge": 2, "homo_ev": -12.52, "e_tot_ha": -3528.42620, "elements": ["Bi", "O", "C", "C", "C", "C", "C", "C", "C", "N", "N", "C", "O", "C", "C", "C", "C", "C", "C", "H", "H", "H", "H", "H", "H", "H", "H", "H", "H", "C", "N", "P", "C", "C", "C", "C", "C", "C", "C", "C", "C", "C", "C", "C", "P", "C", "C", "C", "C", "C", "C", "C", "C", "C", "C", "C", "C", "H", "H", "H", "H", "H", "H", "H", "H", "H", "H", "H", "H", "H", "H", "H", "H", "H", "H", "H", "H", "H", "H", "H", "C", "N", "C", "N", "S", "H", "H", "H", "H", "H", "H", "N", "C", "H", "O", "N"], "positions_angstrom": [[-0.963, 1.659, 0.965], [-2.965, 0.832, 1.804], [-4.147, 0.630, 1.282], [-5.117, -0.096, 2.002], [-6.391, -0.266, 1.514], [-6.765, 0.252, 0.264], [-5.835, 0.932, -0.471], [-4.516, 1.136, 0.009], [-3.667, 1.939, -0.788], [-2.425, 2.288, -0.589], [-1.977, 3.265, -1.451], [-0.816, 3.765, -1.153], [-0.054, 3.266, -0.211], [-0.344, 4.945, -1.899], [-1.152, 5.536, -2.875], [-0.732, 6.692, -3.507], [0.506, 7.246, -3.197], [1.326, 6.638, -2.257], [0.902, 5.494, -1.602], [-4.850, -0.504, 2.968], [-7.118, -0.801, 2.113], [-7.775, 0.138, -0.103], [-6.093, 1.341, -1.442], [-4.109, 2.395, -1.671], [-2.110, 5.093, -3.104], [-1.367, 7.163, -4.245], [0.819, 8.166, -3.672], [2.299, 7.061, -2.043], [1.513, 5.025, -0.841], [2.409, -1.706, -1.487], [1.279, -1.370, -0.576], [1.356, -2.227, 0.860], [3.074, -2.444, 1.303], [3.813, -1.373, 1.815], [5.119, -1.580, 2.223], [5.695, -2.840, 2.118], [4.975, -3.896, 1.577], [3.668, -3.702, 1.162], [0.557, -3.820, 0.709], [-0.332, -4.093, -0.326], [-1.006, -5.303, -0.356], [-0.795, -6.242, 0.643], [0.092, -5.970, 1.680], [0.765, -4.764, 1.721], [0.533, 0.170, -0.852], [2.041, 1.203, -0.859], [2.753, 1.550, -2.004], [3.915, 2.302, -1.898], [4.382, 2.700, -0.654], [3.676, 2.358, 0.492], [2.512, 1.616, 0.390], [0.016, 0.091, -2.591], [-0.116, 1.283, -3.304], [-0.453, 1.258, -4.648], [-0.650, 0.048, -5.296], [-0.521, -1.142, -4.591], [-0.201, -1.122, -3.244], [3.365, -1.373, -1.085], [2.257, -1.244, -2.457], [2.447, -2.789, -1.627], [3.369, -0.395, 1.910], [5.686, -0.757, 2.637], [6.712, -2.997, 2.452], [5.425, -4.875, 1.489], [3.117, -4.523, 0.723], [-0.495, -3.353, -1.094], [-1.699, -5.513, -1.160], [-1.323, -7.186, 0.623], [0.256, -6.707, 2.455], [1.452, -4.556, 2.532], [2.412, 1.239, -2.982], [4.455, 2.580, -2.795], [5.297, 3.271, -0.575], [4.030, 2.679, 1.463], [1.964, 1.346, 1.292], [0.059, 2.232, -2.823], [-0.545, 2.192, -5.187], [-0.898, 0.027, -6.349], [-0.653, -2.091, -5.094], [-0.093, -2.055, -2.707], [-2.115, -0.382, 6.106], [-2.004, -0.755, 4.703], [-1.045, -1.511, 4.213], [-0.056, -1.969, 4.963], [-1.151, -2.003, 2.544], [-2.958, 0.291, 6.220], [-1.214, 0.121, 6.460], [-2.291, -1.267, 6.721], [-2.602, -0.330, 4.003], [0.094, -1.603, 5.891], [0.746, -2.359, 4.493], [-2.889, -1.250, -0.930], [-1.774, -1.200, -0.624], [-3.870, -1.290, -1.143], [1.318, -0.768, 2.972], [0.580, -1.093, 1.960]], "atomic_forces_ev_per_a": [[-0.369, -0.273, 0.362], [0.493, 0.082, -0.241], [0.047, -0.025, 0.093], [-0.072, -0.051, 0.058], [0.081, 0.004, 0.031], [-0.034, 0.016, -0.087], [0.077, 0.023, -0.061], [-0.034, -0.117, 0.126], [0.030, 0.181, -0.054], [0.184, 0.007, 0.165], [-0.090, 0.293, -0.341], [-0.321, -0.137, 0.021], [-0.167, -0.054, 0.306], [0.113, 0.062, -0.147], [0.043, -0.045, 0.156], [0.033, -0.044, -0.083], [-0.066, 0.028, 0.056], [0.080, 0.030, -0.068], [-0.049, -0.135, 0.101], [0.040, 0.036, 0.005], [0.004, -0.009, -0.028], [0.015, -0.058, 0.012], [-0.041, 0.028, 0.040], [0.016, 0.026, -0.002], [-0.042, 0.037, -0.012], [0.009, 0.006, 0.018], [0.032, -0.057, -0.055], [-0.038, 0.008, 0.075], [0.041, 0.028, -0.054], [0.077, -0.148, -0.110], [-0.115, -0.115, 0.269], [0.152, 0.036, -0.377], [-0.264, -0.180, 0.184], [0.049, -0.041, 0.029], [0.004, 0.028, -0.053], [0.015, 0.001, -0.012], [0.008, -0.052, -0.019], [0.010, 0.080, -0.002], [0.133, 0.136, 0.005], [0.119, 0.044, 0.022], [-0.076, -0.048, -0.046], [0.007, 0.092, 0.002], [0.031, -0.053, 0.062], [-0.071, -0.003, 0.004], [1.214, 0.047, -0.460], [-0.120, 0.078, -0.057], [0.007, 0.037, 0.069], [0.016, 0.011, -0.019], [-0.021, -0.041, -0.024], [0.023, 0.029, 0.108], [-0.139, -0.041, -0.094], [-0.008, 0.031, 0.077], [-0.032, -0.089, 0.041], [-0.033, 0.065, -0.005], [-0.003, -0.009, 0.020], [-0.015, -0.061, 0.012], [0.026, 0.020, 0.017], [-0.060, 0.070, 0.020], [-0.067, -0.026, -0.008], [-0.032, 0.030, -0.040], [0.018, -0.024, 0.034], [0.007, -0.001, -0.023], [-0.013, 0.000, 0.003], [0.026, 0.024, -0.043], [0.033, -0.024, 0.045], [-0.016, -0.006, -0.073], [0.027, -0.007, 0.003], [0.010, -0.001, -0.026], [0.003, 0.027, 0.001], [-0.019, -0.022, 0.014], [-0.010, 0.009, -0.015], [0.016, -0.034, 0.019], [-0.030, 0.038, -0.007], [-0.004, -0.018, -0.004], [0.098, 0.011, 0.037], [0.052, 0.061, -0.009], [-0.009, -0.027, -0.006], [0.008, 0.012, 0.010], [-0.038, 0.023, 0.001], [0.016, -0.009, -0.005], [-0.031, -0.091, 0.084], [-0.060, 0.226, -0.127], [0.177, -0.301, -0.489], [-0.103, 0.144, 0.203], [-0.197, -0.034, 0.229], [0.010, 0.014, 0.006], [-0.015, 0.073, -0.069], [-0.016, 0.002, -0.026], [-0.087, -0.011, 0.098], [0.042, 0.023, -0.018], [0.004, -0.034, -0.036], [-0.061, -0.130, 0.025], [-0.609, -0.203, 0.112], [0.059, 0.003, 0.003], [-0.124, 0.008, -0.410], [-0.009, 0.461, 0.453]]}